Density functional theory data (the ωB97M-V functional and the def2-TZVPD basis) for C21H15ClN3OPdS as an isolated structure in a non-equilibrium geometry.

```
! wB97M-V def2-TZVPD RIJCOSX def2/J DEFGRID3
* xyz 1 1
C -2.63 0.50 0.94
H 2.03 -4.87 -0.31
C 1.93 -1.45 -3.10
C -1.48 3.88 -0.13
Pd -0.15 -0.06 -0.74
C -2.08 -1.80 0.70
C -0.03 -4.86 0.28
Cl -4.98 4.98 1.45
C -2.55 4.64 0.30
H 1.35 -2.36 -3.15
H -4.13 -1.70 1.30
H -4.39 -4.12 1.55
C -2.39 -4.57 0.98
H 2.09 -2.41 -0.62
H -3.52 0.21 1.50
C 3.36 0.89 -3.03
H -0.62 4.34 -0.61
N -1.80 -0.41 0.53
C -1.42 2.50 0.08
C 1.15 -4.28 -0.12
H 1.52 1.77 -2.93
C 1.18 -2.89 -0.29
H -2.50 -5.64 1.10
C -1.15 -4.05 0.54
N 2.01 0.88 -2.98
H -2.57 5.71 0.14
H 3.83 1.86 -2.98
H 3.81 -2.42 -3.28
N 0.15 -2.10 -0.07
H -0.11 -5.93 0.40
C -3.62 2.69 1.14
H -4.47 2.23 1.63
C -2.52 1.89 0.71
S -0.48 -0.06 -3.15
C 1.22 -0.23 -3.01
C -3.63 4.02 0.93
C 4.05 -0.28 -3.13
C 3.30 -1.47 -3.17
C -3.27 -2.33 1.10
C -1.01 -2.66 0.38
C -3.43 -3.73 1.23
O -0.31 1.85 -0.26
H 5.13 -0.28 -3.18
*
```

**Orbital gap (spin up / spin down)**: 6.38 / 6.38 eV
**Energy above the lowest of the compared OMol25 structures with the same formula, charge and spin**: 41.8 kcal per mole
**DFT total energy**: -55369.9163 eV
**Highest occupied orbital energy (spin up / spin down)**: -10.80 / -10.61 eV
**LUMO level (spin up / spin down)**: -4.42 / -4.23 eV

---

Density functional theory data (the ωB97M-V functional and the def2-TZVPD basis) for C21H15Co2N2O7 as an isolated structure in a non-equilibrium geometry.

```
! wB97M-V def2-TZVPD RIJCOSX def2/J DEFGRID3
* xyz -1 1
C 1.03 -2.18 -0.59
C -2.69 -3.10 -2.13
C -3.82 -3.23 -1.32
H 2.06 -2.09 -0.27
C 1.64 1.54 1.84
C 1.30 -0.39 -2.54
H -5.93 -3.65 -1.28
C -0.57 -1.94 -2.30
C -1.20 -2.93 -0.22
H -3.76 -3.03 -0.25
H 3.02 -0.34 -1.35
C 1.55 1.97 3.13
C -2.75 -3.36 -3.50
H -1.85 -3.28 -4.12
O 0.86 -0.06 -3.64
O 2.98 3.76 -0.54
H -4.02 -3.96 -5.14
H 1.33 1.32 3.99
O 5.69 1.78 2.32
C -5.04 -3.58 -1.90
H 1.32 -0.13 0.83
C 1.23 5.07 4.89
H -0.16 0.72 1.02
C 3.22 4.25 3.11
C 0.59 -1.45 -1.72
O 1.29 5.85 5.74
H -1.92 -3.55 0.34
C 0.69 4.92 2.15
N -1.47 -2.68 -1.54
C -0.51 3.50 4.06
C 2.93 3.33 0.54
H -6.08 -4.13 -3.73
N 2.42 0.21 -1.96
Co 2.93 2.68 2.18
H 0.22 -2.82 1.37
C 0.04 -2.58 0.31
O 0.45 5.60 1.26
C -5.12 -3.85 -3.28
H 1.06 1.24 -0.21
Co 1.11 3.93 3.56
C 4.59 2.09 2.25
H 2.91 0.86 -2.57
C 0.91 0.84 0.81
O -1.60 3.26 4.42
H -0.85 -1.76 -3.35
O 3.98 5.08 3.42
C -3.97 -3.75 -4.07
*
```

**Orbital gap**: 2.96 eV
**Energy above the lowest of the compared OMol25 structures with the same formula, charge and spin**: 3.8 kcal per mole
**DFT total energy**: -114582.6974 eV
**Highest occupied orbital energy**: -1.29 eV
**LUMO level**: 1.67 eV

---

Density functional theory data (the ωB97M-V functional and the def2-TZVPD basis) for C21H15CoN2O6 as an isolated structure.

```
! wB97M-V def2-TZVPD RIJCOSX def2/J DEFGRID3
* xyz 0 5
C -2.77 1.76 5.76
C 2.14 2.77 -3.97
H -3.33 1.96 6.67
H 0.54 3.43 -0.39
C 6.91 -3.32 1.90
O 2.26 -2.14 0.58
O 1.06 -0.37 -1.56
H 7.85 -3.81 2.11
C 5.85 -4.03 1.35
H -2.74 3.83 5.15
C 5.58 -1.31 1.92
H 1.58 4.07 -2.38
N 0.40 1.50 0.33
C -1.33 1.27 3.44
C 1.87 0.39 -3.60
C -2.44 2.81 4.93
H -2.64 -0.36 6.12
C 1.67 3.05 -2.72
C -2.38 0.46 5.46
C 1.39 0.62 -2.26
O -0.27 -0.27 1.98
H 2.44 3.57 -4.63
C 4.50 -2.02 1.37
Co 1.06 -0.47 0.46
H 5.96 -5.08 1.13
H -0.94 3.35 2.21
C 6.77 -1.97 2.18
C 0.73 2.38 -0.60
H 7.60 -1.42 2.61
H -1.36 -0.78 4.04
O -1.44 3.65 3.00
O 2.94 -0.18 1.26
H 3.82 -3.90 0.68
C 2.24 1.42 -4.40
C 1.28 2.01 -1.83
C 4.66 -3.37 1.10
H 6.28 0.33 2.58
H 2.62 1.21 -5.40
H 1.95 -0.64 -3.91
N -0.25 1.96 1.39
C -1.72 2.58 3.76
C -1.67 0.22 4.31
C 3.18 -1.41 1.06
C -0.58 0.92 2.23
O 5.45 0.01 2.20
*
```

**Orbital gap (spin up / spin down)**: 7.65 / 5.87 eV
**<S²>**: 6.06
**Energy above the lowest of the compared OMol25 structures with the same formula, charge and spin**: 0.0 kcal per mole
**DFT total energy**: -74913.3647 eV
**Highest occupied orbital energy (spin up / spin down)**: -8.21 / -8.57 eV
**LUMO level (spin up / spin down)**: -0.56 / -2.70 eV

---

Density functional theory data (the ωB97M-V functional and the def2-TZVPD basis) for C21H15FN3Pt as an isolated structure in a non-equilibrium geometry.

```
! wB97M-V def2-TZVPD RIJCOSX def2/J DEFGRID3
* xyz 1 1
C -3.07 1.80 1.51
H 5.06 -1.87 -1.22
H 2.88 3.40 2.88
C -2.20 -2.11 -3.65
C -2.79 -1.39 -2.62
C -4.10 1.17 0.82
C -0.07 -1.39 -2.87
N 0.65 1.68 1.08
C -0.47 2.96 2.75
H 0.80 4.12 4.05
N -1.58 0.88 -0.03
H 1.01 -1.36 -2.91
C 4.16 -1.82 -0.63
Pt 0.33 0.35 -0.42
C 1.82 2.15 1.50
C -1.78 1.61 1.06
C -1.98 -0.67 -1.75
C 0.76 3.44 3.21
C 1.91 3.04 2.57
H -5.12 1.29 1.17
H -4.65 -0.16 -0.77
H 0.97 -1.74 1.54
N -0.63 -0.71 -1.87
F 4.97 -3.57 0.72
C 2.86 -2.66 1.22
H -0.34 -2.63 -4.59
C -3.85 0.36 -0.27
H -1.39 3.27 3.22
C 3.14 -0.92 -0.92
C 1.85 -1.74 0.92
H 3.28 -0.24 -1.76
C 1.97 -0.85 -0.15
H -3.86 -1.36 -2.50
C 3.99 -2.68 0.43
H -3.29 2.40 2.39
C -2.53 0.21 -0.67
H 2.76 -3.35 2.04
H -2.82 -2.67 -4.34
C -0.83 -2.10 -3.79
C -0.50 2.11 1.67
H 2.69 1.79 0.98
*
```

**Orbital gap**: 6.83 eV
**Energy above the lowest of the compared OMol25 structures with the same formula, charge and spin**: 12.1 kcal per mole
**DFT total energy**: -32450.2471 eV
**Highest occupied orbital energy**: -10.81 eV
**LUMO level**: -3.98 eV

---

Density functional theory data (the ωB97M-V functional and the def2-TZVPD basis) for C21H16BClF2N5O2S2Sc as an isolated structure in a non-equilibrium geometry.

```
! wB97M-V def2-TZVPD RIJCOSX def2/J DEFGRID3
* xyz -2 1
C -2.61 2.14 3.00
H 3.45 -3.90 0.33
N 6.07 0.20 -1.77
Cl 2.30 3.91 -3.22
H 2.31 -5.19 0.70
H -5.30 4.17 2.57
C 3.96 -0.74 -4.32
F -2.26 -3.77 -1.00
O -1.57 0.00 0.22
C 3.88 -0.58 -2.90
H 1.29 -1.69 4.93
C 1.65 -2.61 2.57
O 0.96 -3.00 0.36
C -0.94 1.69 -3.95
H 2.31 -2.93 3.36
C 2.77 -4.29 1.09
H 1.63 2.03 -1.17
N -0.88 -0.02 2.42
H -1.83 1.90 3.71
C -4.56 3.41 2.35
Sc -0.05 -1.32 -0.35
H -5.36 2.95 0.41
C 0.74 -1.55 2.87
C -0.98 0.96 -2.78
N 4.05 -0.84 -5.47
C 1.00 2.75 -3.10
C 2.68 -0.83 -2.19
F -2.65 -2.13 -2.43
C 0.66 -1.08 4.29
C -2.64 1.46 1.78
N -0.07 1.07 -1.81
H -1.76 0.22 -2.62
B -1.81 -2.56 -1.44
H 0.98 -0.03 4.35
S 2.59 -0.47 -0.51
H -1.67 1.54 -4.73
C 5.07 -0.14 -2.26
N 0.00 -1.00 1.94
C 1.72 -3.24 1.34
H 0.20 3.18 -5.03
H -3.63 1.22 -0.08
C -3.63 1.76 0.86
C -4.59 2.73 1.14
H 3.34 -4.52 2.00
H -3.53 3.64 4.22
C -1.62 0.41 1.45
S 1.31 -1.49 -2.97
C 0.09 2.61 -4.12
H -0.38 -1.11 4.64
C -3.56 3.11 3.28
C 0.89 1.97 -1.96
*
```

**Orbital gap**: 6.22 eV
**Energy above the lowest of the compared OMol25 structures with the same formula, charge and spin**: 23.1 kcal per mole
**DFT total energy**: -94595.1665 eV
**Highest occupied orbital energy**: -1.88 eV
**LUMO level**: 4.34 eV

---

Please write out number 5 again, unchanged.
Density functional theory data (the ωB97M-V functional and the def2-TZVPD basis) for C21H16BClF2N5O2S2Sc as an isolated structure in a non-equilibrium geometry.

```
! wB97M-V def2-TZVPD RIJCOSX def2/J DEFGRID3
* xyz -2 1
C -2.61 2.14 3.00
H 3.45 -3.90 0.33
N 6.07 0.20 -1.77
Cl 2.30 3.91 -3.22
H 2.31 -5.19 0.70
H -5.30 4.17 2.57
C 3.96 -0.74 -4.32
F -2.26 -3.77 -1.00
O -1.57 0.00 0.22
C 3.88 -0.58 -2.90
H 1.29 -1.69 4.93
C 1.65 -2.61 2.57
O 0.96 -3.00 0.36
C -0.94 1.69 -3.95
H 2.31 -2.93 3.36
C 2.77 -4.29 1.09
H 1.63 2.03 -1.17
N -0.88 -0.02 2.42
H -1.83 1.90 3.71
C -4.56 3.41 2.35
Sc -0.05 -1.32 -0.35
H -5.36 2.95 0.41
C 0.74 -1.55 2.87
C -0.98 0.96 -2.78
N 4.05 -0.84 -5.47
C 1.00 2.75 -3.10
C 2.68 -0.83 -2.19
F -2.65 -2.13 -2.43
C 0.66 -1.08 4.29
C -2.64 1.46 1.78
N -0.07 1.07 -1.81
H -1.76 0.22 -2.62
B -1.81 -2.56 -1.44
H 0.98 -0.03 4.35
S 2.59 -0.47 -0.51
H -1.67 1.54 -4.73
C 5.07 -0.14 -2.26
N 0.00 -1.00 1.94
C 1.72 -3.24 1.34
H 0.20 3.18 -5.03
H -3.63 1.22 -0.08
C -3.63 1.76 0.86
C -4.59 2.73 1.14
H 3.34 -4.52 2.00
H -3.53 3.64 4.22
C -1.62 0.41 1.45
S 1.31 -1.49 -2.97
C 0.09 2.61 -4.12
H -0.38 -1.11 4.64
C -3.56 3.11 3.28
C 0.89 1.97 -1.96
*
```

**Orbital gap**: 6.22 eV
**Energy above the lowest of the compared OMol25 structures with the same formula, charge and spin**: 23.1 kcal per mole
**DFT total energy**: -94595.1665 eV
**Highest occupied orbital energy**: -1.88 eV
**LUMO level**: 4.34 eV

---

What is the formula in the fifth record? C21H16BClF2N5O2S2Sc

---

Copy entry 1 word for word.
Density functional theory data (the ωB97M-V functional and the def2-TZVPD basis) for C21H15ClN3OPdS as an isolated structure in a non-equilibrium geometry.

```
! wB97M-V def2-TZVPD RIJCOSX def2/J DEFGRID3
* xyz 1 1
C -2.63 0.50 0.94
H 2.03 -4.87 -0.31
C 1.93 -1.45 -3.10
C -1.48 3.88 -0.13
Pd -0.15 -0.06 -0.74
C -2.08 -1.80 0.70
C -0.03 -4.86 0.28
Cl -4.98 4.98 1.45
C -2.55 4.64 0.30
H 1.35 -2.36 -3.15
H -4.13 -1.70 1.30
H -4.39 -4.12 1.55
C -2.39 -4.57 0.98
H 2.09 -2.41 -0.62
H -3.52 0.21 1.50
C 3.36 0.89 -3.03
H -0.62 4.34 -0.61
N -1.80 -0.41 0.53
C -1.42 2.50 0.08
C 1.15 -4.28 -0.12
H 1.52 1.77 -2.93
C 1.18 -2.89 -0.29
H -2.50 -5.64 1.10
C -1.15 -4.05 0.54
N 2.01 0.88 -2.98
H -2.57 5.71 0.14
H 3.83 1.86 -2.98
H 3.81 -2.42 -3.28
N 0.15 -2.10 -0.07
H -0.11 -5.93 0.40
C -3.62 2.69 1.14
H -4.47 2.23 1.63
C -2.52 1.89 0.71
S -0.48 -0.06 -3.15
C 1.22 -0.23 -3.01
C -3.63 4.02 0.93
C 4.05 -0.28 -3.13
C 3.30 -1.47 -3.17
C -3.27 -2.33 1.10
C -1.01 -2.66 0.38
C -3.43 -3.73 1.23
O -0.31 1.85 -0.26
H 5.13 -0.28 -3.18
*
```

**Orbital gap (spin up / spin down)**: 6.38 / 6.38 eV
**Energy above the lowest of the compared OMol25 structures with the same formula, charge and spin**: 41.8 kcal per mole
**DFT total energy**: -55369.9163 eV
**Highest occupied orbital energy (spin up / spin down)**: -10.80 / -10.61 eV
**LUMO level (spin up / spin down)**: -4.42 / -4.23 eV